(1)
Here is a cluster of 13 separate species, C22H70N8O13 in total at a distorted geometry from the Open Molecules 2025 dataset. Energies are from ωB97M-V/def2-TZVPD.

The total energy comes out at -62490.05569 eV. The HOMO energy comes out at -8.53 eV. The relative energy (zero: lowest compared OMol25 entry of this formula, charge and spin) comes out at 59.9 kcal/mol.

Geometry as XYZ:
```
113
Properties=species:S:1:pos:R:3:forces:R:3:mulliken_charge:R:1
C 3.71318 -2.53052 -1.10680 -0.7 -0.4 0.8 0.48
O 3.09221 -2.22098 -0.09022 0.2 -0.1 -0.6 -0.29
N 3.20806 -3.40653 -2.06022 0.6 1.3 0.2 -0.38
N 4.96707 -2.08933 -1.36666 0.3 0.4 0.0 -0.33
H 3.90550 -3.61637 -2.74650 -0.4 -0.8 -0.4 0.16
H 2.49295 -4.05327 -1.78607 0.0 -0.1 0.0 0.26
H 5.42653 -1.44574 -0.73076 -0.2 0.0 0.1 0.14
H 5.45415 -2.31016 -2.21281 0.0 -0.1 -0.1 0.17
C -3.79103 -2.36047 -2.61890 -0.1 1.2 -0.2 0.59
O -4.94869 -2.26430 -2.20786 0.6 -0.5 0.1 -0.77
N -2.85005 -3.20568 -2.08731 -1.2 0.1 0.0 -0.22
N -3.31458 -1.54741 -3.60918 0.1 -0.9 0.3 -0.25
H -3.10832 -3.62177 -1.21449 0.2 -0.3 -0.1 0.09
H -1.93209 -3.25192 -2.46341 0.5 -0.1 0.2 0.22
H -2.32007 -1.51960 -3.79526 -0.4 0.5 -0.3 0.14
H -3.92254 -0.80537 -3.90225 0.1 0.1 -0.1 0.22
C 1.27461 3.81370 2.04072 0.4 -0.1 -0.6 0.65
O 1.31371 4.02844 0.81906 -0.3 -0.3 0.5 -0.76
N 1.96630 4.61196 2.89765 -0.2 -0.2 -0.2 -0.43
N 0.62982 2.76607 2.61248 0.3 0.7 -0.5 0.40
H 1.86274 4.47325 3.88161 0.3 0.3 0.2 0.14
H 2.47764 5.37604 2.49806 0.0 0.1 0.2 0.27
H 0.11472 2.13056 2.01210 -0.1 -0.2 0.2 -0.56
H 0.67413 2.68013 3.60636 -0.2 -0.4 0.2 0.21
C -4.89644 -0.20957 1.36065 -0.8 0.6 0.0 0.61
O -5.45520 0.53165 2.18727 0.5 -0.3 -0.6 -0.78
N -3.66832 -0.72330 1.52124 0.6 -0.7 0.3 0.08
N -5.45761 -0.53585 0.15600 -0.3 0.3 0.5 -0.24
H -3.04531 -0.46014 2.28328 -0.6 0.0 -0.1 0.36
H -3.37003 -1.38227 0.82996 0.3 0.1 -0.1 -0.08
H -5.12643 -1.29323 -0.41626 -0.1 0.1 -0.3 0.14
H -6.32884 -0.09441 -0.07811 0.0 -0.2 0.1 0.20
C 0.95770 -4.87803 1.60483 1.0 -0.2 0.4 -1.14
C -0.52296 -4.53686 1.63734 1.2 0.4 0.4 0.16
O -0.95285 -4.46875 0.28489 -0.6 -0.1 0.1 -0.51
H 1.54518 -4.57205 2.47634 -0.6 0.0 0.4 0.36
H 1.52275 -4.33351 0.84352 -0.5 -0.1 -0.4 0.12
H 1.15377 -5.94757 1.51803 -0.2 0.0 -0.3 0.40
H -0.62643 -3.57124 2.15109 -0.3 0.1 -0.2 -0.09
H -1.08940 -5.26401 2.22453 0.0 -0.1 -0.2 0.43
H -1.90465 -4.61187 0.30212 0.0 0.0 -0.2 0.27
C 1.69534 0.86151 -2.57013 0.1 0.6 0.1 -0.35
C 1.72723 2.08314 -1.65421 0.1 -0.3 -0.5 -0.67
O 0.42919 2.30667 -1.08271 0.8 -0.1 0.1 0.64
H 2.66189 0.80554 -3.07552 0.0 -0.2 0.0 0.59
H 0.90967 0.96839 -3.31663 0.0 0.0 -0.1 0.09
H 1.50997 -0.06285 -2.02772 0.1 0.0 0.2 -0.30
H 2.01467 2.98189 -2.20999 -0.1 -0.1 -0.2 0.47
H 2.52678 1.96600 -0.91596 -0.4 -0.1 0.4 0.18
H 0.59954 3.00177 -0.40618 -0.2 0.2 0.1 0.02
C -2.29559 2.28033 4.99454 0.0 1.2 0.1 -1.19
C -1.85671 0.83635 4.79476 0.0 1.6 0.2 0.15
O -2.08274 0.41916 3.45248 0.4 -0.3 0.7 -0.41
H -3.30610 2.49545 4.64424 0.0 -0.4 -0.1 0.31
H -1.65047 3.02658 4.51827 0.1 -0.3 -0.4 0.18
H -2.27221 2.59766 6.04274 0.0 -0.5 0.1 0.41
H -2.42397 0.29959 5.55441 0.1 -0.9 -0.5 0.42
H -0.78214 0.81572 4.99594 0.0 -0.5 0.3 -0.03
H -1.24441 0.50034 2.98278 -0.2 0.1 -0.3 -0.02
C 0.54265 -3.06629 -5.68255 0.2 0.7 0.3 -1.47
C 0.23869 -2.12453 -4.51966 -0.3 0.4 -0.5 0.72
O -0.66497 -1.07992 -4.95044 0.6 -0.6 0.2 -0.58
H 1.23120 -2.52720 -6.33888 0.3 -0.4 0.0 0.38
H -0.33386 -3.26509 -6.29658 -0.2 -0.2 0.3 0.36
H 0.98592 -3.98423 -5.30024 0.1 -0.1 -0.3 0.38
H 1.13805 -1.63777 -4.13810 0.2 -0.2 0.0 0.03
H -0.20376 -2.64292 -3.67530 -0.3 0.0 0.1 -0.21
H -0.23125 -0.72842 -5.73537 -0.3 0.3 0.0 0.30
C 4.36755 0.62767 1.47169 -0.1 0.2 -0.9 -0.52
C 5.61324 -0.19053 1.74237 -0.7 0.9 0.9 -0.66
O 6.36608 -0.35139 0.56106 0.4 -0.7 -0.4 -0.60
H 3.88345 0.16768 0.60605 -0.3 0.0 0.2 0.00
H 4.63317 1.64534 1.16961 0.0 0.0 0.2 0.47
H 3.66085 0.68592 2.29847 0.1 -0.1 0.1 0.14
H 5.30899 -1.17049 2.10972 0.3 -0.2 -0.2 0.28
H 6.16627 0.31811 2.53939 0.4 -0.3 -0.1 0.40
H 6.88402 0.41728 0.31412 -0.2 0.3 0.3 0.30
C -0.52907 -1.17616 -0.52230 0.1 0.6 0.9 -0.76
C 0.08444 -0.43123 0.66203 1.4 0.3 -1.1 0.78
O -0.62233 0.77254 0.93057 -0.3 -0.2 0.5 0.70
H 0.21299 -1.84284 -0.96021 -0.2 -0.3 0.1 0.15
H -0.80514 -0.41168 -1.25032 -0.2 -0.2 -0.2 0.28
H -1.41796 -1.67534 -0.14431 0.0 -0.3 -0.5 -0.06
H 1.12210 -0.15997 0.41671 0.0 0.0 -0.2 -0.51
H 0.24561 -1.04948 1.54344 -0.8 0.1 0.2 -0.60
H -0.52344 1.31786 0.11908 0.0 -0.2 0.3 -0.45
C 2.25844 -1.80628 3.29045 -1.1 -0.8 -0.7 0.10
C 1.39979 -0.68608 3.83865 0.2 0.0 0.2 0.19
O 2.00503 -0.11811 5.00368 -0.5 0.3 0.0 -0.58
H 3.18995 -1.47960 2.84237 0.0 0.0 0.1 -0.43
H 1.66509 -2.31301 2.52022 0.3 0.3 -0.4 -0.24
H 2.41416 -2.65450 3.96076 0.2 0.5 0.6 0.53
H 0.37122 -1.00753 4.04616 0.2 -0.4 0.2 0.67
H 1.23902 0.10461 3.09748 0.5 0.1 0.0 -0.43
H 1.54577 -0.50421 5.75458 0.2 0.1 0.1 0.36
C -1.34643 4.30410 -4.93794 0.8 0.2 -0.7 -1.35
C -0.50829 3.15400 -4.38435 -1.1 0.3 0.9 0.28
O -1.26528 2.55867 -3.31547 0.7 -0.2 -0.2 -0.60
H -1.67173 4.97444 -4.14579 -0.1 -0.2 0.1 0.31
H -2.19407 3.97497 -5.53728 -0.1 -0.2 0.3 0.30
H -0.73857 4.90736 -5.62155 0.1 0.0 0.0 0.39
H 0.41733 3.53196 -3.94554 0.2 0.1 -0.3 0.12
H -0.28674 2.39721 -5.14158 0.1 0.1 -0.1 0.19
H -0.61128 2.32452 -2.62762 -0.7 0.2 0.0 -0.07
C -2.87830 4.08667 0.12598 -0.1 0.3 1.6 -1.04
C -3.40439 2.97429 1.04828 -0.1 -0.8 -1.2 1.12
O -4.80267 3.08896 1.24238 0.0 -0.1 0.0 -0.65
H -1.92806 4.41372 0.55861 0.3 0.0 -0.5 0.20
H -3.52721 4.95774 0.23807 -0.1 -0.1 -0.2 0.41
H -2.78999 3.79640 -0.91608 0.0 0.0 0.0 0.18
H -2.86946 2.87213 1.99457 0.1 0.5 0.2 -0.23
H -3.19464 2.03425 0.51964 0.0 -0.2 0.2 -0.33
H -5.12303 2.21340 1.54411 0.0 0.4 0.1 0.40
```
Forces are in eV/Å.

=====

(2)
Here is a structure of composition C22H73BBr2F3NNbO16P2S at a distorted geometry from the Open Molecules 2025 dataset. Energies are from ωB97M-V/def2-TZVPD.

As for the charge: -1. The total energy comes out at -238119.44360 eV. The HOMO energy comes out at -4.00 eV.

Geometry as XYZ:
```
122
Properties=species:S:1:pos:R:3:forces:R:3:mulliken_charge:R:1
C 3.38390 3.36194 -1.15169 -0.1 0.2 -0.6 -0.18
O 3.65342 3.35208 -2.54992 -0.3 0.0 0.2 -0.52
C 2.45978 3.09559 -3.28856 0.7 -0.2 -0.6 -0.15
C 2.23228 1.60546 -3.54017 -0.7 0.3 0.7 -1.20
C 1.14810 0.95648 -2.65267 0.5 0.7 -0.8 0.67
C -0.26819 1.41957 -3.06467 0.9 -0.7 1.6 -0.94
Nb -1.99001 0.94794 -1.66951 0.5 0.3 -1.9 -0.97
C -3.63306 0.26152 -0.18389 1.3 -0.4 0.0 -0.56
C -4.30876 -1.01799 -0.64263 -0.5 0.6 0.4 -0.69
C -5.16794 -1.75702 0.38374 0.6 0.3 -0.4 0.39
F -5.09810 -3.08804 0.09737 -0.1 -0.9 0.0 -0.37
Br -7.05367 -1.28112 0.28329 0.0 0.2 0.1 -0.09
C -4.74688 -1.67108 1.85689 -0.1 -1.5 -0.5 0.48
F -5.50572 -2.53368 2.54354 -0.6 -0.7 0.6 -0.27
F -4.94213 -0.51493 2.40127 0.1 1.9 0.5 -0.15
Br -2.93081 -2.29321 2.12811 0.3 0.2 0.0 -0.09
C -3.10261 2.88669 -2.08638 0.5 0.6 -0.5 -0.50
B -2.30986 4.18671 -1.77490 -0.6 -0.3 0.3 0.48
O -2.66454 4.98460 -0.70003 -0.2 -0.1 0.5 -0.75
O -1.25545 4.67412 -2.51618 0.9 -0.3 -0.2 -0.65
P -0.82189 -1.36469 -1.29323 -0.2 -0.3 -0.5 0.49
S -0.74585 -2.21699 -3.10268 0.1 -0.1 -0.2 -0.50
P -0.81123 1.90040 0.39621 -1.2 0.7 -0.3 1.02
N -1.92671 2.77119 1.42541 0.8 -0.3 0.3 -0.66
O 0.32393 3.07468 0.02179 -0.3 -0.1 -0.1 -0.65
H 4.31061 3.62951 -0.67391 0.3 0.0 0.4 0.45
H 2.62546 4.11867 -0.97845 -0.1 0.2 0.4 0.08
H 3.01138 2.41076 -0.78816 0.1 -0.3 0.1 -0.09
H 1.60660 3.59142 -2.82605 -0.2 0.0 0.2 -0.10
H 2.62324 3.59351 -4.23586 0.0 0.2 -0.3 0.45
H 3.17683 1.10623 -3.36260 0.3 -0.2 -0.2 0.45
H 1.91212 1.49373 -4.57055 0.1 -0.3 -0.3 0.43
H 1.27820 -0.10443 -2.79981 -0.3 -0.5 0.1 0.34
H 1.40121 1.17114 -1.61806 -0.1 0.0 0.3 -0.39
H -0.51292 0.87430 -3.97431 -0.4 -0.2 -0.2 0.62
H -0.21014 2.47637 -3.32990 -0.4 0.3 0.1 0.31
H -2.99255 0.20047 -2.98671 -0.9 0.6 0.3 0.05
H -4.34964 1.06933 -0.13586 -0.2 0.4 0.0 0.44
H -3.14356 0.18002 0.78389 -0.1 -0.2 0.3 0.34
H -3.63883 -1.75467 -1.06982 0.2 -0.2 0.1 -0.07
H -4.98122 -0.73837 -1.43690 -0.2 -0.1 -0.5 0.51
H -4.05363 2.93169 -1.56428 -0.3 -0.2 0.2 0.39
H -3.34714 2.88597 -3.15007 0.0 -0.3 -0.2 0.18
H -3.39463 4.55243 -0.23894 0.2 0.3 0.0 0.29
H -0.58236 5.07358 -1.94488 -0.4 0.3 -0.2 0.24
H 0.46388 -1.27721 -0.70071 -0.2 -0.3 0.3 -0.11
H -1.56924 -2.26478 -0.49997 0.5 0.1 0.5 -0.09
H -2.86559 2.71159 1.05863 0.0 0.2 0.0 0.21
H -1.62122 3.73414 1.50678 -0.2 0.0 0.0 0.29
H 0.34193 3.17855 -0.94227 0.1 0.1 0.2 0.00
C 3.10370 7.01429 -0.60994 -0.2 0.0 -0.3 -0.68
O 1.76373 6.59327 -0.85139 0.0 0.0 0.0 -0.40
H 3.44382 6.56480 0.31899 -0.1 -0.1 0.0 0.23
H 3.75600 6.68591 -1.42356 0.1 0.0 0.1 0.28
H 3.15432 8.10292 -0.51705 0.1 0.0 0.0 0.30
H 1.47781 6.99828 -1.67724 0.0 -0.1 0.1 0.27
C -1.77563 -5.49021 4.29959 -0.2 0.4 0.0 -0.44
O -2.98321 -5.08241 4.94639 0.1 0.2 0.2 -0.57
H -1.37593 -6.34992 4.82573 -0.1 0.0 0.0 0.28
H -1.98225 -5.76787 3.26577 0.1 0.0 0.0 0.18
H -1.04432 -4.67669 4.32715 0.1 -0.1 -0.1 0.24
H -3.32053 -4.32121 4.45981 -0.1 -0.1 0.0 0.28
C -2.85526 -2.38415 7.96066 0.0 -0.3 -0.3 -0.34
O -1.86053 -3.15123 7.29135 0.0 0.0 0.1 -0.50
H -2.35844 -1.69246 8.63686 0.1 0.0 0.0 0.22
H -3.43967 -1.81403 7.23566 -0.1 0.1 0.2 0.05
H -3.51428 -3.04104 8.53775 -0.1 0.1 0.1 0.31
H -2.32334 -3.75568 6.69769 0.1 -0.1 -0.1 0.31
C 4.08553 0.44585 1.32951 -0.2 -0.3 -0.1 -0.39
O 3.36842 -0.11567 0.23529 0.0 0.0 0.0 -0.38
H 4.32257 1.47677 1.07892 0.0 0.0 0.0 0.16
H 3.47310 0.42945 2.23727 0.1 0.1 0.0 0.19
H 5.01220 -0.10348 1.49943 0.0 0.1 0.2 0.28
H 3.15756 -1.02736 0.46105 -0.1 0.1 -0.1 0.20
C -0.07808 0.53271 3.85196 0.1 -0.2 -0.1 -0.64
O -0.14652 -0.26659 2.67464 0.1 -0.2 0.1 -0.16
H -0.59879 1.46480 3.64539 0.0 0.0 -0.1 0.22
H -0.56545 0.02942 4.69164 0.0 0.1 0.1 0.28
H 0.96271 0.75132 4.11069 0.0 0.1 0.1 0.27
H 0.31171 -1.09505 2.85365 0.0 0.1 0.0 0.17
C 6.83394 0.85937 -2.80562 -0.4 0.4 0.0 -0.54
O 5.62714 1.27316 -2.17923 0.4 0.0 0.0 -0.33
H 7.25570 0.03840 -2.22921 0.0 -0.1 0.0 0.01
H 6.63805 0.51042 -3.82027 0.2 -0.1 0.0 0.31
H 7.55428 1.68586 -2.83233 0.1 -0.1 0.0 0.34
H 5.25719 2.00167 -2.69841 -0.3 0.0 0.3 0.18
C -3.29534 3.07792 -6.69858 0.2 0.1 0.3 -0.62
O -2.10424 2.66657 -6.04601 0.0 0.1 -0.1 -0.42
H -3.55433 2.31744 -7.43144 0.0 0.0 0.0 0.23
H -4.11619 3.17448 -5.98189 -0.1 0.0 -0.1 0.26
H -3.14864 4.03329 -7.21315 -0.1 0.0 -0.1 0.28
H -1.88264 3.34050 -5.39259 0.0 -0.2 0.1 0.24
C -2.07888 -8.73124 2.34029 0.2 0.2 -0.1 -0.54
O -0.91843 -8.19003 2.96403 0.0 -0.1 -0.1 -0.49
H -2.69589 -9.17775 3.11551 0.0 0.0 0.0 0.23
H -2.65077 -7.94605 1.83878 -0.1 -0.1 0.0 0.23
H -1.80504 -9.50106 1.61428 -0.1 0.0 0.0 0.28
H -0.37674 -7.79497 2.27229 0.0 0.0 0.1 0.29
C -5.45167 -4.18485 -3.36803 0.0 0.1 0.3 -0.53
O -6.27739 -3.50949 -2.42628 -0.1 -0.2 -0.1 -0.45
H -5.72665 -3.84131 -4.36216 0.0 0.0 0.0 0.23
H -4.39698 -3.95532 -3.19324 0.0 0.0 -0.1 0.22
H -5.60321 -5.26766 -3.31100 0.1 0.0 -0.1 0.27
H -6.02593 -3.81533 -1.54756 0.0 0.2 -0.1 0.28
C 9.04559 -1.87136 -3.98261 -0.2 -0.2 -0.2 -0.54
O 7.63912 -1.84619 -4.19153 0.1 -0.1 -0.1 -0.46
H 9.30023 -1.04069 -3.32862 0.0 0.0 0.0 0.21
H 9.35071 -2.80669 -3.50496 0.1 0.0 0.0 0.27
H 9.58139 -1.75541 -4.92884 0.1 0.0 0.1 0.27
H 7.41663 -2.58202 -4.77169 -0.1 0.1 0.1 0.27
C -4.94604 1.08348 6.56066 0.0 -0.2 -0.2 -0.64
O -3.96004 0.31364 5.88545 -0.1 0.0 0.1 -0.39
H -4.43323 1.77329 7.22624 0.0 0.0 0.0 0.23
H -5.54555 1.65535 5.84743 -0.1 0.1 0.1 0.25
H -5.60426 0.43966 7.15221 0.0 0.1 0.1 0.30
H -4.42057 -0.29498 5.29713 0.1 0.1 -0.1 0.23
C 8.40985 -1.13226 1.67378 -0.2 0.1 -0.2 -0.57
O 7.43086 -0.12783 1.44278 0.2 -0.1 0.0 -0.45
H 8.78401 -1.00764 2.68693 0.0 0.0 0.0 0.23
H 7.97291 -2.13009 1.57626 0.1 -0.1 0.0 0.27
H 9.24296 -1.03144 0.97208 0.1 -0.1 0.1 0.25
H 7.10036 -0.24173 0.54375 -0.1 0.1 0.1 0.23
```
Forces are in eV/Å.

=====

Which formula does entry 1 have? C22H70N8O13

=====

What is the HOMO in the first record? -8.53 eV